# C26H70Br2O20V

C26H70Br2O20V as an isolated structure at a distorted geometry (the ωB97M-V functional and the def2-TZVPD basis, OMol25).

Output
F_max: 2.9 eV Å⁻¹
HOMO level (alpha / beta): -8.03 / -9.33 eV
multiplicity: 4
gap between HOMO and LUMO (alpha / beta): 8.1 / 9.4 eV
DFT total energy: -8629.43640 Eh
⟨S²⟩: 3.7555

Last column: Mulliken charge in e.
Atoms and positions in Å:
V1 -2.46 -0.46 -0.94  0.7398
Br1 -1.75 -2.81 -1.99  -0.7717
Br2 -0.55 0.33 0.51  0.0743
C1 2.31 -2.75 -1.03  2.4795
C2 3.77 -3.03 -1.11  -0.7156
O1 4.19 -2.68 -2.42  -0.5979
O2 1.63 -3.62 -1.97  -0.7305
H1 2.07 -1.70 -1.23  -0.6346
H2 1.80 -2.99 -0.04  -1.1874
H3 3.89 -4.11 -0.91  0.3716
H4 4.28 -2.49 -0.37  0.3445
H5 3.56 -3.09 -3.07  0.3576
H6 0.70 -3.65 -1.79  0.1501
C3 -3.22 2.22 -1.89  0.2099
C4 -3.16 1.29 -3.02  -0.8114
O3 -2.01 0.48 -2.77  0.0604
O4 -3.49 1.34 -0.78  -0.4242
H7 -4.02 2.94 -1.92  0.4694
H8 -2.25 2.70 -1.69  -0.0987
H9 -3.02 1.83 -3.93  0.6074
H10 -4.07 0.68 -3.10  0.2062
H11 -1.64 -0.05 -3.55  0.2052
H12 -3.52 1.94 0.02  0.2205
C5 -4.63 -2.06 0.51  -0.4185
C6 -5.35 -1.63 -0.69  -0.8886
O5 -4.44 -1.28 -1.73  -0.2409
O6 -3.76 -1.00 1.04  -0.2303
H13 -4.29 -3.09 0.38  0.3527
H14 -5.34 -2.22 1.30  0.5364
H15 -5.94 -0.75 -0.51  0.2922
H16 -5.97 -2.45 -0.90  0.4713
H17 -4.31 -2.17 -2.17  0.2641
H18 -3.15 -1.36 1.75  0.2051
C7 3.50 0.80 -1.62  1.3204
C8 3.86 1.19 -0.13  -0.1271
O7 2.70 1.73 0.51  -0.2047
O8 4.61 0.41 -2.37  -0.6593
H19 3.01 1.72 -1.99  -0.4077
H20 2.65 0.07 -1.55  -0.7044
H21 4.61 2.03 -0.02  0.3525
H22 4.18 0.26 0.28  -0.2748
H23 2.05 1.04 0.68  -0.2445
H24 4.56 -0.54 -2.57  0.4307
C9 -1.73 -2.25 4.46  -0.1469
C10 -1.42 -1.10 5.34  -0.4685
O9 -0.14 -0.44 5.01  -0.5233
O10 -1.95 -1.90 3.05  -0.3944
H25 -2.61 -2.68 4.93  0.3855
H26 -0.92 -2.99 4.53  0.1071
H27 -1.36 -1.44 6.40  0.4005
H28 -2.24 -0.35 5.24  0.1657
H29 -0.09 -0.30 4.06  0.2476
H30 -1.25 -2.40 2.62  -0.2381
C11 0.14 5.11 0.71  -0.2138
C12 0.66 4.60 2.05  -0.7793
O11 1.03 3.27 2.00  -0.2039
O12 -0.95 4.34 0.21  -0.4891
H31 1.00 5.16 0.01  0.1635
H32 -0.20 6.12 0.84  0.4484
H33 -0.16 4.58 2.76  0.1870
H34 1.42 5.21 2.54  0.4338
H35 1.77 3.01 1.46  0.4427
H36 -0.94 3.46 0.69  0.2125
C13 -3.82 3.08 2.44  -0.9310
C14 -2.82 2.08 2.87  0.7548
O13 -1.59 2.61 2.51  -0.2987
O14 -3.66 3.55 1.08  -0.6015
H37 -3.78 3.98 3.09  0.3684
H38 -4.84 2.71 2.51  0.4250
H39 -2.88 1.08 2.45  -0.4188
H40 -2.91 1.99 3.94  0.2443
H41 -0.94 1.90 2.27  -0.1421
H42 -2.73 3.90 0.96  0.4352
C15 1.54 -1.86 -5.47  -0.7176
C16 0.79 -1.14 -4.44  1.0668
O15 -0.61 -1.27 -4.63  -0.8321
O16 0.96 -1.49 -6.76  -0.5917
H43 1.50 -2.95 -5.39  0.2665
H44 2.54 -1.48 -5.52  0.3755
H45 1.10 -0.10 -4.42  -0.0699
H46 1.08 -1.51 -3.46  -0.1801
H47 -0.91 -2.05 -4.06  0.1425
H48 0.07 -1.86 -6.76  0.3205
C17 4.54 -0.55 3.03  -0.6993
C18 3.17 -0.08 3.29  0.2736
O17 2.47 -1.05 4.06  -0.4889
O18 4.48 -1.72 2.18  -0.4520
H49 5.07 -0.83 3.97  0.3320
H50 5.08 0.24 2.48  0.2974
H51 2.65 0.05 2.35  -0.0606
H52 3.11 0.90 3.84  0.3681
H53 2.09 -0.65 4.82  0.2802
H54 4.16 -2.47 2.70  0.2881
C19 0.92 -3.96 2.51  0.7108
C20 -0.19 -4.19 1.39  -0.8142
C21 -1.22 -4.99 2.16  -0.2701
O19 -0.49 -5.64 3.25  -0.4659
C22 0.85 -5.25 3.28  -0.7350
H55 0.67 -3.09 3.14  -0.2307
H56 1.88 -3.73 1.99  0.1229
H57 0.28 -4.84 0.65  0.5500
H58 -0.59 -3.29 0.87  0.1025
H59 -1.54 -5.77 1.46  0.3643
H60 -2.01 -4.38 2.59  0.2263
H61 1.64 -6.05 2.93  0.2701
H62 1.15 -5.07 4.31  0.3493
C23 1.26 3.06 -3.93  0.3360
C24 1.36 3.90 -2.62  0.0074
C25 0.54 5.15 -2.84  -0.3858
O20 -0.12 4.90 -4.10  -0.4583
C26 0.71 4.08 -4.88  -0.7315
H63 0.45 2.27 -3.91  -0.5689
H64 2.27 2.67 -4.18  0.4797
H65 2.35 4.13 -2.24  0.4694
H66 0.84 3.36 -1.77  -0.1834
H67 1.15 6.10 -2.94  0.2840
H68 -0.33 5.32 -2.16  0.0753
H69 1.46 4.73 -5.34  0.2949
H70 0.11 3.58 -5.65  0.3606



# C26H70IN3O10P

A 8-piece molecular cluster, C26H70IN3O10P overall at a distorted geometry (the ωB97M-V functional and the def2-TZVPD basis, OMol25).

Output
F_max: 2.8 eV Å⁻¹
HOMO level: -11.58 eV
gap between HOMO and LUMO: 8.3 eV
net charge: +1
DFT total energy: -2588.17641 Eh

Last column: Mulliken charge in e.
Atoms and positions in Å:
N1 -1.17 1.87 -3.82  -0.5924
C1 -0.32 0.75 -3.78  0.1928
N2 0.61 0.56 -2.77  0.0105
C2 0.13 0.96 -1.43  -1.0790
C3 0.41 -0.13 -0.35  0.8344
C4 -0.91 -0.59 0.30  -1.2007
I1 -1.48 -2.58 -0.39  -0.0264
N3 -0.42 -0.08 -4.76  0.1087
C5 0.39 -1.31 -4.83  -0.2908
P1 0.74 -1.73 -6.62  0.9045
O1 0.23 -3.09 -6.87  -0.6924
O2 0.13 -0.62 -7.63  -0.5565
O3 2.37 -1.74 -6.77  -0.4231
H1 -0.79 2.61 -3.24  0.3421
H2 -2.07 1.56 -3.44  0.3004
H3 1.51 0.98 -3.02  0.2856
H4 0.65 1.90 -1.16  0.3748
H5 -0.95 1.15 -1.43  0.4062
H6 0.98 -0.97 -0.75  0.1369
H7 0.99 0.36 0.47  -0.3597
H8 -1.75 0.07 0.10  0.4794
H9 -0.81 -0.66 1.39  0.3831
H10 -1.09 0.11 -5.50  0.3054
H11 -0.10 -2.14 -4.32  0.2105
H12 1.38 -1.16 -4.38  0.2717
H13 -0.79 -0.83 -7.84  0.3846
H14 2.55 -1.95 -7.70  0.3087
C6 4.27 -4.51 -2.39  -1.2507
C7 3.11 -3.53 -2.35  0.5606
C8 1.78 -4.26 -2.26  -1.0343
O4 3.13 -2.71 -3.53  -0.3824
H15 4.20 -5.16 -3.27  0.4021
H16 5.22 -3.97 -2.47  0.3568
H17 4.29 -5.14 -1.50  0.2065
H18 3.22 -2.87 -1.49  0.1308
H19 1.62 -4.91 -3.13  0.4021
H20 0.94 -3.56 -2.23  -0.0380
H21 1.73 -4.88 -1.36  0.3911
H22 3.04 -3.29 -4.29  0.2884
C9 6.72 -6.88 1.05  -1.3331
C10 5.21 -6.73 1.06  0.5101
C11 4.53 -7.88 1.78  -1.3395
O5 4.73 -6.66 -0.29  -0.5464
H23 7.01 -7.79 0.53  0.3356
H24 7.19 -6.05 0.52  0.3261
H25 7.11 -6.91 2.07  0.3861
H26 4.93 -5.79 1.54  0.2274
H27 4.76 -8.83 1.28  0.3472
H28 3.45 -7.77 1.77  0.3317
H29 4.87 -7.95 2.82  0.3865
H30 4.96 -7.48 -0.73  0.2781
C12 1.91 -0.52 3.95  -1.1621
C13 2.87 -0.45 2.77  0.6992
C14 4.29 -0.81 3.19  -1.4872
O6 2.85 0.87 2.21  -0.5508
H31 2.21 0.19 4.73  0.3576
H32 0.90 -0.24 3.64  0.1705
H33 1.89 -1.52 4.39  0.3755
H34 2.53 -1.13 1.99  0.2066
H35 4.66 -0.11 3.94  0.3618
H36 4.97 -0.75 2.34  0.3672
H37 4.33 -1.82 3.60  0.3597
H38 3.15 1.48 2.90  0.3443
C15 -4.23 1.77 3.00  -1.2908
C16 -2.76 2.16 2.86  0.3315
C17 -2.58 3.66 3.01  -1.3181
O7 -2.27 1.73 1.58  -0.3830
H39 -4.83 2.25 2.22  0.3217
H40 -4.35 0.70 2.88  0.3624
H41 -4.62 2.07 3.97  0.4349
H42 -2.17 1.64 3.62  0.2136
H43 -3.13 4.20 2.23  0.2974
H44 -1.52 3.93 2.90  0.3636
H45 -2.92 4.01 3.98  0.3441
H46 -2.79 2.19 0.90  0.2724
C18 -6.19 5.94 5.63  -1.1961
C19 -4.73 6.35 5.49  0.5107
C20 -4.55 7.85 5.65  -1.4211
O8 -4.25 5.94 4.21  -0.4478
H47 -6.80 6.42 4.86  0.3306
H48 -6.30 4.86 5.51  0.2156
H49 -6.59 6.22 6.61  0.3886
H50 -4.13 5.82 6.24  0.2544
H51 -5.11 8.39 4.88  0.3619
H52 -3.50 8.12 5.54  0.3463
H53 -4.90 8.19 6.63  0.3764
H54 -4.77 6.39 3.54  0.2896
C21 4.70 2.06 -6.57  -1.0208
C22 5.82 1.43 -5.74  0.3885
C23 6.49 0.29 -6.49  -1.0942
O9 5.28 0.94 -4.51  -0.4877
H55 3.92 1.32 -6.79  0.1020
H56 4.23 2.87 -6.01  0.3006
H57 5.08 2.46 -7.51  0.3832
H58 6.56 2.19 -5.49  0.3027
H59 5.77 -0.50 -6.72  0.1850
H60 7.28 -0.16 -5.88  0.3178
H61 6.93 0.64 -7.43  0.3810
H62 4.63 0.26 -4.72  0.2602
C24 -9.77 2.56 3.07  -1.4343
C25 -8.36 2.18 3.49  0.5996
C26 -8.26 0.69 3.81  -1.2552
O10 -7.98 2.94 4.64  -0.4659
H63 -10.48 2.35 3.87  0.3679
H64 -9.83 3.63 2.86  0.3427
H65 -10.08 2.01 2.18  0.3781
H66 -7.66 2.43 2.70  0.1133
H67 -8.92 0.42 4.63  0.3721
H68 -7.25 0.43 4.12  0.2952
H69 -8.53 0.08 2.94  0.3799
H70 -8.59 2.72 5.35  0.3252



# C26H70IN5O25P7

A 6-piece molecular cluster, C26H70IN5O25P7 overall at a distorted geometry (the ωB97M-V functional and the def2-TZVPD basis, OMol25).

Output
F_max: 4.8 eV Å⁻¹
HOMO level: -11.23 eV
gap between HOMO and LUMO: 7.6 eV
net charge: +1
DFT total energy: -5874.77809 Eh

Last column: Mulliken charge in e.
Atoms and positions in Å:
C1 2.98 2.48 0.67  -0.9186
C2 1.97 3.73 0.62  -0.6641
I1 1.99 4.76 -1.29  0.0799
C3 0.52 3.37 1.13  -0.3735
N1 -0.45 3.05 0.07  0.5807
C4 -1.85 3.31 0.44  -1.6789
C5 -2.52 2.18 1.39  0.2106
N2 -2.39 2.69 2.77  -0.2778
C6 -4.08 2.23 1.07  -0.8554
C7 -5.00 1.58 2.17  -0.5583
C8 -5.21 0.01 1.98  -0.1171
O1 -6.36 -0.40 2.77  -0.5313
N3 -1.91 0.82 1.20  0.7601
N4 -0.87 0.51 2.12  -0.7376
C9 -1.26 -0.24 3.07  0.6320
O2 -1.57 -0.85 3.97  -0.3369
C10 -1.34 0.61 -0.19  0.2839
N5 -2.38 0.58 -1.23  -0.3909
P1 -0.41 -1.08 -0.31  -0.1390
P2 -1.37 -2.37 -1.78  0.9273
O3 -2.87 -2.39 -1.68  -0.6884
O4 -0.81 -3.92 -1.52  -0.3816
O5 -0.96 -1.88 -3.32  -0.4514
C11 -0.24 1.72 -0.54  -1.1750
H1 3.93 2.73 1.18  0.2845
H2 3.12 2.08 -0.38  0.2433
H3 2.47 1.64 1.23  0.2625
H4 2.39 4.46 1.37  0.5605
H5 0.62 2.59 1.94  0.1485
H6 0.12 4.30 1.65  0.3652
H7 -1.98 4.27 1.01  0.5039
H8 -2.45 3.44 -0.51  0.2817
H9 -1.42 2.90 3.00  0.3807
H10 -3.02 3.46 2.94  0.3708
H11 -4.34 1.77 0.07  0.2607
H12 -4.33 3.33 1.01  0.4520
H13 -4.72 1.82 3.23  0.1638
H14 -6.04 2.02 2.02  0.4189
H15 -4.30 -0.55 2.37  0.0907
H16 -5.47 -0.24 0.91  0.2179
H17 -6.03 -1.11 3.36  0.3552
H18 -2.63 0.08 1.29  0.6322
H19 -1.96 0.39 -2.15  0.3280
H20 -2.80 1.52 -1.36  0.3227
H21 -0.52 -1.80 0.91  -0.0759
H22 -1.57 -4.43 -1.20  0.3157
H23 -1.80 -1.88 -3.83  0.3393
H24 0.77 1.28 -0.34  0.4180
H25 -0.30 1.87 -1.67  0.2001
C12 2.17 -4.85 -1.47  -0.3800
O6 3.25 -5.76 -1.27  0.0356
P3 4.54 -5.64 -2.21  0.7363
O7 4.91 -4.26 -2.58  -0.6604
O8 4.23 -6.61 -3.43  -0.3737
C13 3.33 -6.17 -4.45  -0.4867
O9 5.64 -6.45 -1.42  -0.3365
C14 6.25 -5.79 -0.31  -0.6317
H26 1.25 -5.42 -1.58  0.3198
H27 2.08 -4.21 -0.59  0.3869
H28 2.31 -4.23 -2.35  -0.1427
H29 3.24 -5.08 -4.47  0.1756
H30 2.34 -6.61 -4.27  0.2298
H31 3.70 -6.51 -5.41  0.2729
H32 5.50 -5.58 0.46  0.2363
H33 6.72 -4.87 -0.63  0.2953
H34 7.01 -6.45 0.10  0.2376
C15 0.97 9.17 -6.21  -0.6324
O10 1.37 9.84 -5.02  -0.3623
P4 1.12 9.12 -3.61  1.0166
O11 1.30 7.66 -3.62  -0.4781
O12 -0.32 9.62 -3.16  -0.3415
C16 -1.47 9.05 -3.77  -0.6626
O13 2.07 9.92 -2.63  -0.3282
C17 3.46 9.59 -2.67  -0.6018
H35 0.34 9.85 -6.80  0.2521
H36 1.86 8.93 -6.80  0.2655
H37 0.42 8.26 -6.01  0.3054
H38 -1.25 8.07 -4.20  0.3253
H39 -1.84 9.72 -4.54  0.2630
H40 -2.24 8.93 -3.00  0.2591
H41 3.87 9.84 -3.65  0.2789
H42 3.61 8.54 -2.46  0.2381
H43 3.97 10.18 -1.92  0.2358
C18 -5.56 -0.54 8.17  -0.6804
O14 -4.98 0.45 7.32  -0.2329
P5 -3.82 1.39 7.90  1.0505
O15 -2.90 0.73 8.83  -0.6862
O16 -4.59 2.65 8.48  -0.3576
C19 -5.25 2.54 9.74  -0.6596
O17 -3.16 1.99 6.59  -0.3259
C20 -2.27 1.14 5.88  -0.6429
H44 -6.64 -0.42 8.16  0.2607
H45 -5.30 -1.53 7.78  0.2586
H46 -5.20 -0.46 9.20  0.3250
H47 -4.85 1.72 10.34  0.3498
H48 -6.32 2.37 9.57  0.2575
H49 -5.12 3.47 10.29  0.2628
H50 -2.80 0.27 5.50  0.2788
H51 -1.45 0.83 6.53  0.4543
H52 -1.86 1.70 5.04  0.0034
C21 1.95 -9.38 3.86  -0.6592
O18 1.54 -8.01 3.78  -0.3615
P6 0.87 -7.48 2.43  0.9216
O19 -0.01 -8.45 1.75  -0.6663
O20 2.08 -6.94 1.57  -0.1424
C22 2.92 -7.87 0.89  -0.2153
O21 0.16 -6.13 2.89  -0.2630
C23 -1.07 -6.26 3.59  -0.6624
H53 2.99 -9.41 4.17  0.2506
H54 1.34 -9.89 4.60  0.2687
H55 1.85 -9.89 2.90  0.3168
H56 2.42 -8.83 0.73  0.3749
H57 3.83 -8.03 1.47  0.2711
H58 3.19 -7.46 -0.08  -0.1344
H59 -0.92 -6.79 4.54  0.2840
H60 -1.80 -6.80 2.98  0.3341
H61 -1.45 -5.27 3.80  0.1670
C24 4.55 -0.26 -7.17  -0.6750
O22 3.76 -0.04 -6.00  -0.3026
P7 2.20 -0.33 -6.06  0.8089
O23 1.81 -1.49 -6.88  -0.7150
O24 1.55 1.06 -6.50  -0.3007
C25 1.62 1.45 -7.87  -0.7172
O25 1.79 -0.40 -4.53  -0.0095
C26 2.10 -1.61 -3.85  -0.8247
H62 5.12 0.64 -7.39  0.2471
H63 5.24 -1.08 -6.98  0.2603
H64 3.94 -0.52 -8.04  0.3272
H65 1.77 0.59 -8.52  0.3565
H66 2.44 2.16 -7.99  0.2604
H67 0.68 1.93 -8.14  0.2685
H68 3.18 -1.76 -3.81  0.6601
H69 1.62 -2.46 -4.34  0.3273
H70 1.72 -1.54 -2.83  0.0411